The ion C5H15N3 with charge -1, computed with ωB97M-V with the def2-TZVPD basis set.

Output
maximum force: 1.707 eV/A
energy relative to the best compared isomer or geometry (same formula, charge and spin): 9.4 kcal per mole
HOMO-LUMO gap (alpha / beta): 2.64 / 9.27 eV
highest occupied orbital energy (alpha / beta): 0.051 / -0.188 hartree
molar mass: 117.2 g/mol

```
! wB97M-V def2-TZVPD RIJCOSX def2/J DEFGRID3
* xyz -1 2
C -0.1541 0.3812 1.0855
N 0.1310 -0.3561 2.3097
C -0.6276 0.1032 3.4577
C 0.8453 0.1094 -0.0429
C 0.3112 -0.9783 -0.9806
C -0.9070 -0.5536 -1.8500
N -0.4646 -0.3284 -3.2429
N 1.1262 1.3263 -0.8073
H -1.1736 0.1734 0.7514
H -0.1933 1.4306 1.3677
H 0.0242 -1.3528 2.2007
H -1.5672 0.6003 3.1780
H -0.9512 -0.7375 4.0643
H -0.0387 0.7885 4.0837
H 1.7596 -0.2957 0.4016
H 0.0081 -1.8175 -0.3337
H 1.0756 -1.2919 -1.6814
H -1.3183 0.3661 -1.4323
H -1.5584 -1.4140 -1.8992
H -1.2584 -0.4317 -3.8608
H -0.0587 0.5995 -3.2946
H 1.9910 1.7983 -0.5936
H 0.3532 1.9793 -0.7814
*
```

---

A cluster of 2 separate species, C5H15N3 in total, computed with ωB97M-V with the def2-TZVPD basis set.

Output
maximum force: 1.835 eV/A
energy relative to the best compared isomer or geometry (same formula, charge and spin): 128.7 kcal per mole
HOMO-LUMO gap (alpha / beta): 7.99 / 6.77 eV
highest occupied orbital energy (alpha / beta): -0.273 / -0.253 hartree
molar mass: 117.2 g/mol

```
! wB97M-V def2-TZVPD RIJCOSX def2/J DEFGRID3
* xyz 0 1
C -2.3358 1.4767 0.1674
N -1.0860 1.4303 -0.5639
N -0.0459 1.9979 -0.0988
C -0.8241 -0.1222 -1.4015
C -1.9022 -0.9611 -1.3321
H -0.2167 2.4166 0.8304
H 1.4127 0.5952 0.3858
H -0.4912 0.2533 -2.3603
H -3.1181 1.0290 -0.4443
H -2.2772 0.9434 1.1231
H -2.5710 2.5238 0.3708
H -2.2058 -1.4204 -0.4029
H -2.5192 -1.1646 -2.1949
C 2.6789 -0.8718 -0.2764
C 1.2936 -0.9571 1.7263
N 1.4691 -0.4260 0.3884
H 0.0643 -0.4476 -0.7643
H 1.1986 -2.0432 1.6721
H 3.5929 -0.6186 0.2800
H 2.7325 -0.4084 -1.2605
H 2.6431 -1.9560 -0.4004
H 2.1298 -0.7174 2.4000
H 0.3777 -0.5520 2.1558
*
```

---

A structure of composition C5H15N3, computed with ωB97M-V with the def2-TZVPD basis set.

Output
maximum force: 6.519 eV/A
energy relative to the best compared isomer or geometry (same formula, charge and spin): 89.7 kcal per mole
HOMO-LUMO gap: 8.16 eV
highest occupied orbital energy: -0.264 hartree
molar mass: 117.2 g/mol

```
! wB97M-V def2-TZVPD RIJCOSX def2/J DEFGRID3
* xyz 0 1
C 0.9213 -0.4606 0.6359
C -0.4731 1.4067 -0.5328
C -0.2268 0.3392 0.9827
C -1.1963 0.6368 -1.6142
C 0.7462 2.1579 -1.0335
N 0.4647 -1.6797 1.9883
N -0.5948 -2.5900 1.6687
N 1.0903 -1.2022 -0.5132
H 0.2791 -1.2941 2.9170
H 1.8620 -0.0225 0.9648
H -1.1641 2.1217 -0.0758
H -1.4810 -2.1373 1.4200
H -0.3386 -3.1804 0.8823
H 0.3462 -1.8655 -0.6765
H 1.9925 -1.6536 -0.5845
H -0.0084 1.0964 1.7313
H -1.2172 -0.0947 1.1014
H -0.5424 -0.0624 -2.1439
H -1.5979 1.3103 -2.3834
H -2.0507 0.0818 -1.2125
H 1.4429 1.5006 -1.5627
H 0.4627 2.9458 -1.7451
H 1.2836 2.6459 -0.2141
*
```

---

A cluster of 3 separate species, C5H15N3 in total, computed with ωB97M-V with the def2-TZVPD basis set.

Output
maximum force: 4.299 eV/A
energy relative to the best compared isomer or geometry (same formula, charge and spin): 194.4 kcal per mole
HOMO-LUMO gap: 5.84 eV
highest occupied orbital energy: -0.304 hartree
molar mass: 117.2 g/mol

```
! wB97M-V def2-TZVPD RIJCOSX def2/J DEFGRID3
* xyz 0 1
C 1.1213 -1.6217 0.5131
C -0.3017 -1.5749 -0.0849
C -1.2875 -0.6849 0.7368
C -1.0514 0.8531 0.4137
N -1.2189 1.0734 -1.0223
C -0.6296 2.2734 -1.5811
N 0.7969 2.5174 -1.5481
N 1.2165 -2.3877 1.8000
H 1.3625 -0.4791 0.7758
H 1.6780 -2.1311 -0.2107
H -0.7400 -2.6642 -0.1837
H -0.3888 -1.1377 -1.0750
H -2.2558 -0.9442 0.3275
H -1.2623 -0.8823 1.8132
H -1.6923 1.3885 1.0903
H 0.0656 1.0412 0.6557
H 1.3503 0.3687 -1.1334
H -0.7979 2.1222 -2.6542
H -1.2427 3.2210 -1.3012
H 1.1566 2.8680 -0.6702
H 1.1028 1.2046 -1.1993
H 2.2883 -2.4913 2.0299
H 0.7300 -1.9321 2.5082
*
```

---

A cluster of 2 separate species, C5H15N3 in total, computed with ωB97M-V with the def2-TZVPD basis set.

Output
maximum force: 5.095 eV/A
energy relative to the best compared isomer or geometry (same formula, charge and spin): 174.8 kcal per mole
HOMO-LUMO gap (alpha / beta): 9.21 / 9.21 eV
highest occupied orbital energy (alpha / beta): -0.681 / -0.681 hartree
molar mass: 117.2 g/mol

```
! wB97M-V def2-TZVPD RIJCOSX def2/J DEFGRID3
* xyz 2 1
C 0.0314 -1.2285 -1.4856
C -0.3854 -2.4876 -1.1496
C 1.8445 0.0736 0.3782
C -0.4531 0.6251 2.2868
C -0.6490 1.8102 0.0604
N 0.3923 -0.5859 -2.5661
N 0.5224 -0.4413 0.4233
N -0.5890 0.4685 0.8999
H -0.6224 -3.3279 -1.8297
H -1.0482 -2.3544 -0.2705
H 0.4891 -2.9846 -0.6622
H 2.5139 -0.5695 -0.3386
H 2.2213 -0.2863 1.3306
H 2.1046 1.1258 0.2127
H -1.3476 1.0704 2.7315
H -0.4780 -0.3478 2.8500
H 0.5124 0.9219 2.6899
H -1.1504 1.5585 -0.8486
H -1.1853 2.4630 0.7136
H 0.3957 2.0965 -0.1081
H 0.1357 -0.8414 -3.5048
H 0.9317 0.2965 -2.5242
H -1.4725 0.0267 0.8345
*
```

---

The ion C5H15N3 with charge +2, computed with ωB97M-V with the def2-TZVPD basis set.

Output
maximum force: 2.774 eV/A
energy relative to the best compared isomer or geometry (same formula, charge and spin): 20.7 kcal per mole
HOMO-LUMO gap: 11.56 eV
highest occupied orbital energy: -0.674 hartree
molar mass: 117.2 g/mol
SMILES string: C[C@H]([NH3+])CC/[NH+]=C/N

```
! wB97M-V def2-TZVPD RIJCOSX def2/J DEFGRID3
* xyz 2 1
C 2.0207 -0.1047 1.6745
C 0.6020 0.3553 1.6280
C -0.3294 -0.7733 1.0002
C -0.1331 -1.0026 -0.4858
N -1.1308 0.7187 -3.5054
C -0.8059 -0.2311 -2.6586
N -0.6296 0.0536 -1.3762
N 0.1800 0.7614 3.0164
H 2.4821 -0.3338 0.6873
H 2.7197 0.4905 2.2902
H 2.2793 -0.9839 2.3022
H 0.4451 1.2709 1.0318
H -0.1060 -1.7345 1.4690
H -1.3671 -0.4960 1.1705
H 0.9184 -1.1560 -0.7199
H -0.6778 -1.9809 -0.7145
H -1.1062 1.6968 -3.2690
H -1.5597 0.5081 -4.3980
H -0.8410 -1.2577 -3.0475
H -0.4974 0.9970 -1.0475
H 0.3831 0.0198 3.6777
H -0.8484 0.9170 3.0232
H 0.6065 1.6222 3.3653
*
```

---

The ion C5H15N3 with charge +2, computed with ωB97M-V with the def2-TZVPD basis set.

Output
maximum force: 2.124 eV/A
energy relative to the best compared isomer or geometry (same formula, charge and spin): 47.7 kcal per mole
HOMO-LUMO gap: 9.29 eV
highest occupied orbital energy: -0.601 hartree
molar mass: 117.2 g/mol
SMILES string: C[C@@H]([NH3+])C/C([NH3+])=C/N

```
! wB97M-V def2-TZVPD RIJCOSX def2/J DEFGRID3
* xyz 2 1
C 0.3614 -0.5844 -1.6982
C -0.9756 -0.0148 -1.2165
C -0.9866 0.6153 0.1858
C 0.2027 0.4622 1.0866
C 1.2026 1.3934 1.0607
N 2.4352 1.3086 1.5813
N 0.4432 -0.8420 1.7453
N -2.0614 -1.0333 -1.5449
H 0.8750 -1.1594 -0.9241
H 1.0256 0.2804 -1.8055
H 0.4076 -1.1760 -2.6190
H -1.2015 0.8147 -1.8895
H -1.9351 0.3895 0.7267
H -1.0487 1.7062 0.1795
H 1.0167 2.3530 0.5570
H 2.7655 0.4760 2.0378
H 2.9745 2.1436 1.7297
H 0.9723 -0.7112 2.6278
H -0.4333 -1.3151 1.9413
H 0.9611 -1.3863 1.0393
H -2.9216 -0.5138 -1.6949
H -2.2415 -1.6300 -0.7340
H -1.8383 -1.5767 -2.3724
*
```

---

A structure of composition C5H15N3Pd, computed with ωB97M-V with the def2-TZVPD basis set.

Output
maximum force: 0.847 eV/A
HOMO-LUMO gap (alpha / beta): 7.71 / 7.71 eV
highest occupied orbital energy (alpha / beta): -0.650 / -0.650 hartree
molar mass: 223.6 g/mol

```
! wB97M-V def2-TZVPD RIJCOSX def2/J DEFGRID3
* xyz 2 1
Pd -1.0861 0.7562 0.4539
N -1.8565 -1.3324 -0.1046
C -1.2135 -1.6426 -1.4110
C 0.2609 -1.3160 -1.3161
N 0.4448 0.1249 -0.9875
C 1.7097 0.4320 -0.2601
C 1.5680 0.1267 1.2375
N 0.4766 0.9402 1.8719
H -1.6522 -2.0809 0.5582
H -2.8730 -1.3481 -0.1965
H -1.7010 -1.0456 -2.1842
H -1.3462 -2.6908 -1.6838
H 0.7942 -1.5528 -2.2388
H 0.7201 -1.9033 -0.5177
H 0.3989 0.6634 -1.8495
H 1.9321 1.4898 -0.4123
H 2.5360 -0.1461 -0.6774
H 2.5116 0.3286 1.7472
H 1.3219 -0.9222 1.4070
H 0.7926 1.8948 2.0368
H 0.2272 0.5616 2.7864
C -1.2260 2.5230 0.5906
H -0.6404 3.2651 1.1285
H -2.0996 2.8745 0.0214
*
```